The following is a DFT calculation (wB97M-V/def2-TZVPD) of one molecule with the formula C15H22N2O4.

Structure (XYZ):
```
43
Properties=species:S:1:pos:R:3:nbo_charge:R:1
C 2.143 2.866 -0.871 -0.600
C 0.616 2.523 -0.662 -0.236
C -0.100 3.842 -1.023 -0.622
C 0.365 2.040 0.750 -0.385
C -1.161 1.801 1.072 -0.141
N -1.182 1.139 2.347 -0.845
C -1.799 0.860 0.064 0.696
O -2.548 1.228 -0.849 -0.659
N -1.645 -0.504 0.349 -0.645
C -1.992 -1.687 -0.413 -0.150
C -1.200 -2.928 0.110 -0.416
C 0.320 -2.701 0.041 -0.061
C 1.075 -2.631 1.164 -0.178
C 2.447 -2.266 1.111 -0.309
C 3.040 -2.157 -0.139 0.299
O 4.345 -1.764 -0.320 -0.668
C 2.303 -2.348 -1.315 -0.263
C 0.961 -2.609 -1.222 -0.177
C -3.507 -2.010 -0.472 0.776
O -3.923 -3.126 -0.309 -0.595
O -4.319 -1.077 -0.750 -0.661
H 2.785 1.995 -0.882 0.211
H 2.286 3.309 -1.868 0.210
H 2.473 3.570 -0.118 0.200
H 0.290 1.799 -1.419 0.211
H 0.187 4.699 -0.311 0.198
H 0.117 4.186 -2.034 0.216
H -1.231 3.789 -1.070 0.222
H 0.834 1.086 0.931 0.223
H 0.793 2.845 1.461 0.206
H -1.738 2.748 0.981 0.209
H -0.494 1.443 2.986 0.373
H -2.081 1.190 2.789 0.371
H -1.319 -0.689 1.283 0.427
H -1.732 -1.556 -1.506 0.221
H -1.574 -3.175 1.156 0.225
H -1.441 -3.795 -0.522 0.247
H 0.587 -2.759 2.171 0.211
H 2.950 -2.165 2.045 0.213
H 4.772 -1.753 0.591 0.479
H 2.869 -2.220 -2.228 0.231
H 0.331 -2.823 -2.095 0.213
H -3.905 -0.212 -1.004 0.522
```

Computed properties:
DFT total energy ... -27082.84364 eV